Entry 1:
C3BrClO as an isolated structure, computed with ωB97M-V/def2-TZVPD.

**Energy relative to the best compared isomer or geometry (same formula, charge and spin)**: 2.497 eV
**Highest occupied orbital energy**: -0.3280 Eh
**Net charge**: 0
**Frontier orbital gap**: 7.5 eV
**LUMO**: -1.379 eV
**Total energy**: -87717.09423 eV

Last column: Löwdin charge in e.
Geometry (Å):
C1 0.989 -0.019 0.083  -0.77
C2 -0.245 1.610 -0.025  -0.41
C3 0.139 -0.981 0.130  -0.38
O1 -0.883 -1.579 0.030  0.08
Cl1 -1.816 1.366 -0.036  0.76
Br1 2.787 0.291 0.004  0.73

=====

Entry 2:
A 2-piece molecular cluster, C3H9N2O overall, computed with ωB97M-V/def2-TZVPD.

**Energy relative to the best compared isomer or geometry (same formula, charge and spin)**: 0.931 eV
**Highest occupied orbital energy**: -0.5378 Eh
**Net charge**: +1
**Frontier orbital gap**: 11.4 eV
**LUMO**: -3.207 eV
**Total energy**: -8278.14260 eV

Last column: Löwdin charge in e.
Geometry (Å):
O1 0.605 -1.695 0.368  -0.04
C1 1.038 -2.822 0.399  -0.04
H1 1.099 -3.433 -0.516  0.10
H2 1.387 -3.277 1.334  0.10
C2 -0.733 1.516 -1.958  -0.01
N1 -0.044 0.822 1.571  0.19
C3 -0.280 1.427 0.430  -0.14
N2 -0.563 0.813 -0.681  0.03
H3 0.124 1.324 -2.596  0.10
H4 -0.797 2.584 -1.767  0.09
H5 -1.654 1.189 -2.429  0.10
H6 0.169 -0.173 1.583  0.10
H7 0.238 1.371 2.367  0.14
H8 -0.250 2.509 0.401  0.16
H9 -0.552 -0.201 -0.692  0.13

=====

Entry 3:
One molecule with the formula C18H24N6O2, computed with ωB97M-V/def2-TZVPD.

**Energy relative to the best compared isomer or geometry (same formula, charge and spin)**: 0.578 eV
**Highest occupied orbital energy**: -0.3059 Eh
**SMILES**: O=C1CCCN1CC[C@@H]1CCCCN1Cc1nc(-c2cnccn2)no1
**Net charge**: 0
**Frontier orbital gap**: 8.3 eV
**LUMO**: 0.026 eV
**Total energy**: -32090.67847 eV

Last column: Löwdin charge in e.
Geometry (Å):
O1 5.025 1.091 1.134  0.06
C1 4.843 0.134 0.411  -0.49
C2 5.305 -1.295 0.663  -0.08
C3 4.498 -2.120 -0.334  -0.15
C4 4.190 -1.120 -1.452  -0.15
N1 4.207 0.155 -0.776  -0.07
C5 3.709 1.366 -1.385  -0.12
C6 2.584 2.019 -0.579  -0.12
C7 1.243 1.271 -0.650  -0.30
C8 0.140 2.062 0.075  -0.14
C9 0.300 1.994 1.591  -0.18
C10 0.352 0.537 2.039  -0.16
C11 1.473 -0.191 1.291  -0.16
N2 1.393 -0.092 -0.156  -0.12
C12 0.597 -1.107 -0.802  -0.10
C13 -0.847 -1.157 -0.419  -0.31
N3 -1.800 -0.344 -0.756  0.21
C14 -2.883 -0.837 -0.092  -0.29
C15 -4.208 -0.244 -0.143  -0.20
C16 -5.309 -0.891 0.427  -0.07
N4 -6.516 -0.359 0.387  0.08
C17 -6.643 0.814 -0.217  -0.12
C18 -5.550 1.459 -0.785  -0.11
N5 -4.339 0.934 -0.747  0.14
N6 -2.602 -1.909 0.608  0.14
O2 -1.281 -2.127 0.401  0.04
H1 6.377 -1.341 0.457  0.12
H2 5.148 -1.581 1.701  0.12
H3 3.569 -2.452 0.128  0.10
H4 5.036 -2.993 -0.699  0.11
H5 4.962 -1.146 -2.234  0.13
H6 3.218 -1.295 -1.915  0.11
H7 4.535 2.084 -1.457  0.13
H8 3.368 1.123 -2.393  0.13
H9 2.426 3.024 -0.974  0.12
H10 2.924 2.113 0.450  0.10
H11 0.965 1.196 -1.708  0.15
H12 0.167 3.101 -0.258  0.11
H13 -0.830 1.649 -0.206  0.09
H14 1.220 2.496 1.896  0.11
H15 -0.535 2.506 2.073  0.11
H16 -0.612 0.061 1.844  0.10
H17 0.538 0.472 3.112  0.12
H18 2.430 0.240 1.595  0.11
H19 1.481 -1.250 1.561  0.13
H20 0.648 -0.950 -1.884  0.13
H21 1.025 -2.087 -0.560  0.13
H22 -5.203 -1.848 0.919  0.11
H23 -7.638 1.236 -0.241  0.10
H24 -5.638 2.417 -1.279  0.11

=====

Entry 4:
An isolated ion of composition C6H7N2O4S and charge -1, computed with ωB97M-V/def2-TZVPD.

**Energy relative to the best compared isomer or geometry (same formula, charge and spin)**: 2.025 eV
**Highest occupied orbital energy**: -0.1919 Eh
**SMILES**: O=NN[C@]1(S(=O)(=O)[O-])C=CC=CC1
**Net charge**: -1
**Frontier orbital gap**: 8.7 eV
**LUMO**: 3.458 eV
**Total energy**: -28339.15318 eV

Last column: Löwdin charge in e.
Geometry (Å):
O1 -2.017 -3.524 0.194  -0.11
N1 -1.455 -2.533 -0.263  -0.09
N2 -1.823 -1.453 0.301  0.03
C1 -1.187 -0.164 -0.036  -0.44
S1 -2.681 0.872 -0.088  0.47
O2 -3.263 0.421 1.173  -0.36
O3 -2.284 2.317 -0.129  -0.38
O4 -3.383 0.508 -1.299  -0.34
C2 -0.554 -0.236 -1.350  -0.06
C3 0.745 -0.128 -1.555  -0.09
C4 1.662 0.185 -0.510  -0.10
C5 1.214 0.386 0.731  -0.07
C6 -0.249 0.399 1.076  -0.11
H1 -2.489 -1.261 0.967  0.08
H2 -1.123 -0.369 -2.247  0.11
H3 1.245 -0.182 -2.474  0.09
H4 2.673 0.289 -0.635  0.07
H5 1.773 0.698 1.482  0.05
H6 -0.320 0.113 2.137  0.12
H7 -0.696 1.485 1.169  0.14

=====

Entry 5:
A 2-piece molecular cluster, C4H12S overall, computed with ωB97M-V/def2-TZVPD.

**Energy relative to the best compared isomer or geometry (same formula, charge and spin)**: 0.227 eV
**Highest occupied orbital energy**: -0.3126 Eh
**SMILES**: CSC.CC
**Net charge**: 0
**Frontier orbital gap**: 9.5 eV
**LUMO**: 0.978 eV
**Total energy**: -15177.47920 eV

Last column: Löwdin charge in e.
Geometry (Å):
C1 -3.022 0.559 -0.305  -0.44
S1 -2.364 1.802 -1.427  0.72
C2 -0.811 2.263 -0.640  -0.44
H1 -3.416 0.977 0.625  0.03
H2 -3.831 0.061 -0.835  0.02
H3 -2.262 -0.194 -0.089  0.03
H4 -0.887 2.622 0.379  0.03
H5 -0.480 3.113 -1.246  0.03
H6 -0.103 1.447 -0.702  0.01
C3 1.520 -1.375 0.927  -0.17
C4 2.784 -1.737 0.132  -0.17
H7 0.758 -0.952 0.269  0.04
H8 1.117 -2.273 1.404  0.06
H9 1.720 -0.664 1.722  0.06
H10 3.694 -1.449 0.645  0.06
H11 2.729 -1.373 -0.886  0.06
H12 2.854 -2.827 0.026  0.06

=====

Entry 6:
A 13-piece molecular cluster, H26O13 overall, computed with ωB97M-V/def2-TZVPD.

**Energy relative to the best compared isomer or geometry (same formula, charge and spin)**: 2.298 eV
**Highest occupied orbital energy**: -0.3655 Eh
**Net charge**: 0
**Frontier orbital gap**: 9.6 eV
**LUMO**: -0.346 eV
**Total energy**: -27039.64941 eV

Last column: Löwdin charge in e.
Geometry (Å):
O1 1.197 -1.886 -0.953  -0.06
H1 1.622 -2.743 -1.155  0.10
H2 0.538 -2.202 -0.327  0.07
O2 1.157 -1.490 1.871  -0.03
H3 1.460 -0.783 2.386  -0.03
H4 1.957 -1.769 1.417  0.04
O3 1.906 1.119 -2.290  0.00
H5 2.721 0.655 -2.318  0.01
H6 1.868 1.642 -1.529  0.01
O4 -0.764 1.294 -3.664  -0.08
H7 -0.433 0.448 -3.381  -0.06
H8 -1.702 1.067 -3.779  0.03
O5 2.165 0.854 2.695  -0.03
H9 2.154 1.555 2.033  0.05
H10 3.068 0.921 2.967  0.05
O6 3.513 -0.457 -0.244  -0.02
H11 4.240 -0.795 -0.704  0.01
H12 2.807 -1.001 -0.588  -0.02
O7 -2.979 -1.489 0.993  -0.06
H13 -3.879 -1.138 0.920  0.07
H14 -2.509 -0.998 1.692  0.00
O8 0.132 2.517 1.411  -0.06
H15 -0.784 2.703 1.570  -0.01
H16 -0.015 1.751 0.871  -0.05
O9 -1.653 -0.047 3.005  -0.04
H17 -2.437 -0.290 3.501  0.07
H18 -0.969 0.264 3.637  0.10
O10 -0.095 -1.214 -3.315  -0.02
H19 0.645 -1.307 -2.758  -0.02
H20 0.229 -1.785 -4.017  0.07
O11 -2.455 1.932 1.272  -0.05
H21 -2.008 1.248 1.733  -0.04
H22 -2.096 2.047 0.374  0.06
O12 -0.266 0.218 0.096  -0.04
H23 -0.063 -0.040 -0.805  0.04
H24 0.235 -0.318 0.740  0.02
O13 -3.015 -0.326 -1.442  -0.05
H25 -2.856 0.593 -1.221  0.02
H26 -2.634 -0.750 -0.692  -0.04